Arrangement i

Molecular formula: C3H16N2O3
Method: DFT, wB97M-V/def2-TZVPD

Summary:
- HOMO energy (eV) = -8.476
- LUMO energy (eV) = 0.37
- Kohn-Sham gap (eV) = 8.8

Each line ends with the natural charge from an NBO analysis.
Atoms and positions in Å:
C 0.3947 2.2485 1.7520  -0.67
C -0.9256 1.6335 1.3765  -0.23
N -0.8992 0.2324 0.8596  -0.65
C -0.0940 -0.6200 1.7057  -0.04
N 0.5179 -1.7055 0.9503  -0.87
H 0.4705 3.3398 1.6686  0.22
H 1.2893 1.7150 1.3187  0.22
H 0.8017 2.0102 2.7251  0.21
H -1.5479 1.5056 2.2887  0.18
H -1.4212 2.3139 0.6223  0.20
H -0.6391 0.3216 -0.1167  0.37
H -0.7112 -0.9974 2.5507  0.16
H 0.6914 -0.0749 2.2775  0.15
H 0.0346 -2.5680 1.1987  0.36
H 0.4424 -1.6452 -0.0546  0.38
O -0.8727 1.1507 -3.4896  -0.94
H -1.8008 1.4386 -3.5218  0.47
H -0.5315 1.4146 -4.3567  0.48
O 3.2269 -1.2774 -0.5399  -0.96
H 2.3591 -1.2279 -0.1183  0.48
H 3.1929 -1.9215 -1.2603  0.47
O -1.3738 -1.4381 -1.4317  -0.96
H -2.0787 -1.8017 -0.8951  0.48
H -1.7233 -0.7343 -1.9925  0.48

=====

Arrangement ii

Molecular formula: C3H16N2O3
Method: DFT, wB97M-V/def2-TZVPD

Summary:
- HOMO energy (eV) = -8.756
- LUMO energy (eV) = 0.57
- Kohn-Sham gap (eV) = 9.3

Each line ends with the natural charge from an NBO analysis.
Atoms and positions in Å:
C -2.1723 -1.4167 -0.0259  -0.44
N -0.8419 -0.7136 -0.1535  -0.66
C -0.6769 0.1394 1.0334  -0.23
C 0.5250 1.1147 0.9237  -0.23
N 1.0399 1.3500 2.2932  -0.84
H -2.7575 -1.0719 0.8079  0.20
H -2.5668 -1.2583 -1.0269  0.20
H -2.0433 -2.5023 -0.0014  0.19
H -0.1288 -1.4358 -0.1427  0.37
H -0.4462 -0.4931 1.8971  0.18
H -1.5743 0.7313 1.2044  0.17
H 0.2572 2.0584 0.4418  0.17
H 1.1579 0.5901 0.2201  0.21
H 0.3752 1.9489 2.7746  0.35
H 1.8827 1.9012 2.1443  0.35
O 2.2207 1.7036 -1.5691  -0.95
H 1.8688 1.4957 -2.4375  0.48
H 3.1059 1.3376 -1.4616  0.47
O -2.6356 0.8363 -2.4514  -0.95
H -2.7785 1.3871 -1.6812  0.47
H -1.9299 0.2115 -2.2650  0.48
O 2.0536 -2.7342 0.4282  -0.95
H 2.7416 -2.3960 1.0133  0.48
H 1.8958 -3.6465 0.7133  0.47

=====

It is arrangement ii that is the most stable of them.